Below is a cluster of 9 separate species, C25H44ClN9O3Si in total in a non-equilibrium geometry, with properties calculated with ωB97M-V/def2-TZVPD.

XYZ file:
```
83
Properties=species:S:1:pos:R:3
C -0.100 -0.178 2.306
C 0.809 0.276 1.019
Cl 1.629 -1.267 0.299
C 2.021 1.265 1.606
N 1.549 2.698 1.719
C 2.629 3.705 1.396
O 2.737 4.080 0.092
O 3.610 4.279 2.329
C 3.031 4.569 3.649
C 3.395 3.257 4.607
O 4.858 3.155 4.760
Si 5.417 1.492 4.466
C 5.433 1.105 2.545
C 4.310 0.174 5.374
C 7.234 1.217 5.159
H 0.496 -1.060 2.842
H -1.097 -0.651 1.899
H -0.278 0.669 3.107
H 0.182 0.855 0.193
H 2.854 1.250 0.753
H 2.525 0.836 2.574
H 1.052 2.898 2.614
H 1.850 4.646 3.645
H 3.485 5.498 4.199
H 2.844 3.456 5.646
H 2.882 2.311 4.144
H 5.083 0.008 2.299
H 4.801 1.880 1.932
H 6.556 1.217 2.161
H 4.859 -0.869 5.343
H 3.344 0.047 4.689
H 4.045 0.460 6.480
H 7.986 2.047 4.792
H 7.605 0.151 4.843
H 7.140 1.292 6.347
C -2.292 -0.108 -2.111
C -2.228 0.240 -0.681
N -2.178 0.514 0.448
H -3.323 -0.266 -2.443
H -1.867 0.683 -2.739
H -1.737 -1.027 -2.329
C -3.767 0.100 -6.252
C -2.648 -0.543 -5.545
N -1.764 -1.052 -4.985
H -4.087 1.021 -5.752
H -3.496 0.368 -7.279
H -4.641 -0.557 -6.309
C -0.363 7.132 3.533
C -0.307 5.822 4.202
N -0.262 4.786 4.731
H 0.636 7.559 3.395
H -0.824 7.061 2.542
H -0.947 7.856 4.111
C -1.876 -5.123 -5.050
C -3.192 -4.569 -4.692
N -4.233 -4.131 -4.410
H -1.627 -4.929 -6.099
H -1.075 -4.689 -4.442
H -1.841 -6.208 -4.904
C -3.803 -9.199 -5.670
C -2.332 -9.268 -5.636
N -1.170 -9.323 -5.610
H -4.258 -10.183 -5.514
H -4.194 -8.534 -4.893
H -4.168 -8.822 -6.631
C -3.173 8.727 0.910
C -3.109 9.075 2.340
N -3.059 9.349 3.469
H -4.205 8.569 0.578
H -2.749 9.518 0.283
H -2.619 7.809 0.692
C 0.975 -11.522 -7.567
C 0.829 -12.856 -8.176
N 0.714 -13.909 -8.656
H 1.869 -11.460 -6.938
H 1.059 -10.738 -8.327
H 0.117 -11.270 -6.936
C -5.130 1.313 2.351
C -6.544 1.035 2.048
N -7.662 0.816 1.809
H -4.693 0.535 2.986
H -4.524 1.366 1.441
H -5.009 2.266 2.877
```

Computed properties:
Frontier orbital gap (eV): 9.9
LUMO energy (eV): 0.13
Energy relative to the best compared isomer or geometry (same formula, charge and spin) (eV): 5.912

Below is a structure of composition C25H44O2P2Pt in a non-equilibrium geometry, with properties calculated with ωB97M-V/def2-TZVPD.

XYZ file:
```
74
Properties=species:S:1:pos:R:3
Pt -0.884 1.334 -0.951
C 0.231 0.767 2.950
C 0.818 1.025 1.731
C -1.255 2.118 1.854
C -1.061 1.390 3.007
C -0.038 2.009 0.962
C 0.843 0.021 4.070
H 1.795 -0.433 3.761
H 0.162 -0.799 4.391
H 1.015 0.674 4.948
C -2.007 1.349 4.149
H -1.602 0.718 4.944
H -2.978 0.933 3.845
H -2.193 2.358 4.545
C -2.303 3.139 1.719
H -2.087 4.044 2.334
H -3.246 2.689 2.074
H -2.446 3.447 0.673
C 0.705 3.350 1.063
H 0.405 3.866 1.990
H 0.564 4.026 0.222
H 1.780 3.195 1.213
C 2.233 0.680 1.453
H 2.951 1.037 2.223
H 2.535 1.093 0.488
H 2.363 -0.412 1.400
C 0.484 -3.128 0.956
C 1.174 -3.341 2.077
C 2.548 -3.896 2.246
C 3.374 -3.986 0.921
C 3.689 -2.636 0.378
C 3.041 -2.005 -0.610
C 1.637 -2.278 -1.063
C 0.881 -3.444 -0.432
H 2.440 -4.937 2.610
H 2.939 -4.695 0.182
H 3.084 -3.308 3.030
H 1.430 -4.377 -0.436
H -0.522 -2.743 1.012
H 0.738 -3.055 3.034
H -0.029 -3.644 -1.036
H 1.123 -1.312 -0.902
H 3.367 -1.022 -0.961
H 1.532 -2.406 -2.145
H 4.328 -4.498 1.182
H 4.539 -2.120 0.848
P -1.294 -0.195 -2.661
P -0.949 2.572 -2.710
C -1.278 0.593 -4.388
C -1.950 1.929 -4.187
H -1.804 -0.045 -5.115
H -0.223 0.672 -4.735
H -1.785 2.624 -5.024
H -3.043 1.909 -3.974
C -1.343 4.308 -3.039
H -0.783 5.017 -2.420
H -2.429 4.467 -2.967
H -1.027 4.391 -4.091
C 0.789 2.403 -3.307
H 0.846 2.745 -4.343
H 1.162 1.379 -3.210
H 1.364 3.061 -2.653
C -3.085 -0.660 -2.853
H -3.368 -1.342 -2.046
H -3.223 -1.188 -3.808
H -3.736 0.214 -2.846
C -0.709 -1.807 -3.504
H 0.318 -1.717 -3.872
H -1.352 -1.991 -4.381
H -0.798 -2.691 -2.861
O -1.023 -1.941 3.910
C -2.103 -1.833 3.244
O -2.314 -1.343 2.104
H -2.958 -2.322 3.787
```

Computed properties:
Frontier orbital gap (spin up / spin down) (eV): 7.4 / 2.5
LUMO energy (spin up / spin down) (eV): -5.65 / -10.22
<S²>: 6.015
Energy relative to the best compared isomer or geometry (same formula, charge and spin) (eV): 1.422
Net charge: +2
Spin multiplicity: 5

Below is a structure of composition C25H45AuClP2 in a non-equilibrium geometry, with properties calculated with ωB97M-V/def2-TZVPD.

XYZ file:
```
74
Properties=species:S:1:pos:R:3
Au -0.555 2.020 -2.229
C -0.407 -2.310 3.026
C 0.960 -2.559 2.721
C 0.873 -0.970 4.384
C -0.459 -1.325 4.048
C 1.751 -1.755 3.584
C -1.571 -3.007 2.441
H -1.362 -3.356 1.423
H -2.447 -2.347 2.407
H -1.857 -3.891 3.034
C -1.681 -0.812 4.700
H -2.541 -0.879 4.025
H -1.552 0.235 5.000
H -1.927 -1.386 5.607
C 1.283 0.011 5.410
H 1.528 -0.478 6.367
H 0.477 0.730 5.602
H 2.175 0.569 5.090
C 3.224 -1.793 3.689
H 3.554 -2.544 4.423
H 3.632 -0.828 4.015
H 3.682 -2.057 2.728
C 1.473 -3.522 1.723
H 1.633 -4.519 2.166
H 2.433 -3.182 1.314
H 0.765 -3.637 0.892
C -2.107 1.354 -3.421
C -2.244 -0.155 -3.355
C -1.082 -0.892 -4.055
C 0.322 -0.700 -3.454
C 0.780 0.708 -3.196
C 0.498 1.846 -4.024
C -0.385 1.781 -5.265
C -1.877 1.806 -4.874
H -1.069 -0.557 -5.101
H 1.054 -1.175 -4.134
H -1.290 -1.973 -4.105
H -2.469 1.191 -5.570
H -2.991 1.847 -2.992
H -3.151 -0.432 -3.938
H -2.220 2.843 -4.969
H -0.168 2.648 -5.915
H 1.275 2.616 -4.021
H -0.136 0.898 -5.880
H 0.394 -1.270 -2.511
H 1.715 0.777 -2.637
P -2.887 -1.005 -1.771
P 2.464 2.898 1.669
C 0.669 3.377 -0.743
C 2.077 3.176 -0.228
H -0.071 3.487 0.054
H 0.620 4.234 -1.435
H 2.589 2.380 -0.788
H 2.634 4.124 -0.364
C 4.099 3.690 1.899
H 4.719 3.021 2.509
H 3.925 4.616 2.461
H 4.601 3.921 0.951
C 2.999 1.126 1.545
H 4.087 1.023 1.641
H 2.661 0.678 0.606
H 2.512 0.587 2.380
C -4.698 -1.076 -1.869
H -5.016 -2.024 -1.416
H -5.029 -1.025 -2.914
H -5.111 -0.238 -1.286
C -2.263 -2.702 -1.667
H -1.602 -2.768 -0.789
H -1.722 -3.005 -2.568
H -3.138 -3.350 -1.517
Cl -2.764 2.427 0.054
C -1.514 1.299 -0.401
H -0.754 1.243 0.380
H -2.023 0.312 -0.568
```

Computed properties:
Frontier orbital gap (spin up / spin down) (eV): 5.2 / 3.1
LUMO energy (spin up / spin down) (eV): -3.86 / -5.81
<S²>: 2.022
Energy relative to the best compared isomer or geometry (same formula, charge and spin) (eV): 5.866
Net charge: +1
Spin multiplicity: 3

So what do the calculations give for total energy? Going down the list: -66585.882; -52535.288; -61433.812 eV.